The molecule C6H10. Source: OMol25; level of theory: ωB97M-V/def2-TZVPD.

Structure (SMILES): C=C/C=C\CC
Energy relative to the best compared isomer or geometry (same formula, charge and spin), kcal per mole: 38.02
Charge: 0
HOMO-LUMO gap, eV: 10.1
Max |F|, eV/A: 0.694
Electronic energy, eV: -6382.2109

Atoms and positions in Å:
C -1.8741 0.3415 0.7696
C -1.4370 0.1808 -0.4775
C -0.3214 1.0868 -0.8232
C 0.8748 1.0540 -0.2416
C 1.3236 -0.1558 0.5523
C 0.9004 -1.4206 -0.2217
H -1.2268 0.8268 1.5020
H -2.8766 0.0797 1.0721
H -1.9819 -0.3968 -1.2318
H -0.6541 1.9249 -1.4329
H 1.5535 1.8939 -0.3633
H 0.9114 -0.1351 1.5732
H 2.4104 -0.1418 0.6729
H 0.6373 -1.0641 -1.2210
H 0.0456 -1.9416 0.2186
H 1.7150 -2.1325 -0.3478


A 2-piece molecular cluster, C6H10 overall in a non-equilibrium geometry. Source: OMol25; level of theory: ωB97M-V/def2-TZVPD.

Energy relative to the best compared isomer or geometry (same formula, charge and spin), kcal per mole: 150.17
Charge: 0
HOMO-LUMO gap, eV: 6.8
Max |F|, eV/A: 5.350
Electronic energy, eV: -6377.3477

Atoms and positions in Å:
C 3.1620 0.3678 0.0361
C 2.1741 -0.1809 -0.4032
C -0.8688 0.2126 -1.4447
C -0.6082 1.0224 1.0065
C -0.7145 -1.5141 0.4720
C -0.6309 -0.0543 -0.0148
H 4.1135 0.9191 -0.1875
H -0.5966 1.2019 -1.6711
H -0.2276 -0.5351 -1.9499
H -1.8454 -0.0084 -1.7460
H 0.1931 1.0162 1.7446
H -0.5433 2.0097 0.6787
H -1.4382 0.9867 1.6420
H -0.8513 -2.1174 -0.3066
H -1.5903 -1.5478 1.1067
H 0.2723 -1.7786 1.0371


The molecule C6H10 in a non-equilibrium geometry. Source: OMol25; level of theory: ωB97M-V/def2-TZVPD.

Structure (SMILES): C=CC/C=C\C
Energy relative to the best compared isomer or geometry (same formula, charge and spin), kcal per mole: 43.03
Charge: 0
HOMO-LUMO gap, eV: 9.8
Max |F|, eV/A: 1.209
Electronic energy, eV: -6381.9937

Atoms and positions in Å:
C -0.2579 -1.8399 0.1026
C -1.1438 -0.9502 -0.3357
C -1.4368 0.3649 0.3451
C -0.5344 1.2157 -0.5337
C 0.7756 0.9898 -0.5890
C 1.5884 0.3684 0.4915
H 0.0715 -1.8513 1.1367
H 0.2004 -2.5633 -0.5648
H -1.4758 -0.9773 -1.3740
H -1.1592 0.3525 1.4072
H -2.4811 0.6890 0.2800
H -1.0027 1.8050 -1.3141
H 1.3870 1.3947 -1.3905
H 1.9972 1.3374 0.7929
H 1.0683 -0.0366 1.3592
H 2.4034 -0.2988 0.1866


The molecule C6H10. Source: OMol25; level of theory: ωB97M-V/def2-TZVPD.

Energy relative to the best compared isomer or geometry (same formula, charge and spin), kcal per mole: 86.09
Charge: 0
HOMO-LUMO gap, eV: 8.1
Max |F|, eV/A: 0.416
Electronic energy, eV: -6380.1264

Atoms and positions in Å:
C 0.3593 0.5755 -1.4850
C 0.4741 -0.1884 -0.1910
C 1.8518 -0.6203 0.2017
C -1.6882 0.7540 0.7041
C -0.6254 -0.3061 0.6488
C -0.5821 -1.5942 1.1545
H 0.8704 0.0456 -2.2965
H 0.8526 1.5529 -1.3858
H -0.6791 0.7494 -1.7807
H 1.8576 -0.8930 1.2564
H 2.2500 -1.4524 -0.3842
H 2.5126 0.2440 0.0330
H -1.2192 1.7327 0.5530
H -2.4963 0.6379 -0.0258
H -2.1212 0.7408 1.7077
H -1.6170 -1.9785 1.2898


C6H10AuIN4O5 as an isolated structure in a non-equilibrium geometry. Source: OMol25; level of theory: ωB97M-V/def2-TZVPD.

Charge: +2
HOMO-LUMO gap (spin up / spin down), eV: 4.7 / 4.0
Multiplicity: 3
Max |F|, eV/A: 1.871
Electronic energy, eV: -34353.6174

Atoms and positions in Å:
Au 0.3362 -0.2518 0.0551
N 0.2117 -2.0050 1.3157
C 0.6193 -1.5880 2.6696
C 1.6072 -0.4231 2.6593
O 2.2662 -0.0529 3.5786
N 1.6616 0.1819 1.4117
C 2.5388 1.2190 1.0816
C 1.6950 2.2684 0.1965
O 1.9288 3.4197 0.3138
O 0.8466 1.6747 -0.5641
H -0.7169 -2.4284 1.3281
H 0.8464 -2.7209 0.9544
H 1.0770 -2.4117 3.2271
H -0.2524 -1.2558 3.2421
H 3.3116 0.9139 0.3615
H 3.0093 1.6910 1.9538
N -0.8243 0.9467 -2.8856
C -1.3494 -0.1734 -2.4588
O -1.0707 -0.7269 -1.3607
C -2.4041 -0.8377 -3.2981
I -4.3454 -0.3026 -2.4631
H -0.1617 1.4816 -2.3267
H -1.0677 1.3361 -3.7891
H -2.3402 -1.9220 -3.2411
H -2.3850 -0.5115 -4.3350
O -2.8993 1.6288 1.0486
N -2.1385 0.8498 1.3247


A 2-piece molecular cluster, C6H10B4F3NO8S overall in a non-equilibrium geometry. Source: OMol25; level of theory: ωB97M-V/def2-TZVPD.

Charge: -2
HOMO-LUMO gap, eV: 3.4
Max |F|, eV/A: 1.238
Electronic energy, eV: -45955.3547

Atoms and positions in Å:
C 3.1434 -0.2898 1.8416
C 3.5079 -0.0040 0.7371
C 3.8785 0.3767 -0.6261
B 2.5585 0.2527 -1.4867
O 1.7003 1.3226 -1.6101
B 0.3620 0.8987 -1.4932
C -0.6192 1.4330 -0.4328
C -2.0801 1.0436 -0.7093
C -2.6450 0.0636 0.3099
F -1.6800 -0.5656 1.0166
F -3.4638 0.6587 1.1298
F -3.3264 -0.9751 -0.3279
O 0.0249 -0.1725 -2.3381
B 0.8480 -1.2474 -2.0649
B 0.1376 -2.7668 -1.6684
N 0.8967 -3.8430 -1.1281
O -1.2223 -2.9668 -1.8662
O 2.2242 -0.9741 -2.0520
H 2.8398 -0.5961 2.8148
H 4.6411 -0.3083 -1.0068
H 4.2780 1.3924 -0.6353
H -0.5305 2.5230 -0.4048
H -0.2959 1.1204 0.5669
H -2.2181 0.6171 -1.7043
H -2.6981 1.9386 -0.6606
H 1.8088 -3.9899 -1.5368
H 0.3703 -4.7094 -1.1182
H -1.7728 -2.3730 -1.3339
O -1.4774 3.4996 4.3694
S -2.1365 2.4300 3.5684
O -2.0025 1.1158 4.2607
O -1.4714 2.3391 2.2162
O -3.5800 2.7559 3.3731


The molecule C6H10BFO in a non-equilibrium geometry. Source: OMol25; level of theory: ωB97M-V/def2-TZVPD.

Charge: 0
HOMO-LUMO gap (spin up / spin down), eV: 4.8 / 5.3
Multiplicity: 3
Max |F|, eV/A: 9.113
Electronic energy, eV: -11819.2773

Atoms and positions in Å:
B -1.0539 0.6538 -0.5246
C 0.7024 1.9910 0.8413
C 1.6119 -0.2761 0.0346
C 0.4228 0.9942 0.0129
C 1.4745 -1.4329 0.6277
C -2.2835 1.6264 -0.3020
C 2.2095 -2.7009 0.5589
O -1.2137 -0.4488 -1.2729
F 0.3912 -1.5826 1.5202
H 1.5946 1.8908 1.4500
H 0.1246 2.8654 0.8567
H 2.3333 -0.2927 -0.8080
H -2.2461 2.4391 -0.9790
H -2.4223 1.7277 0.7702
H -3.1403 1.0797 -0.5645
H 2.6559 -2.7916 1.6827
H 1.4712 -3.5942 0.5785
H 3.0254 -2.7261 -0.1229
H -2.1476 -0.6794 -1.4769


The molecule C6H10BN in a non-equilibrium geometry. Source: OMol25; level of theory: ωB97M-V/def2-TZVPD.

Structure (SMILES): C=C/C(BC)=C\N=C
Energy relative to the best compared isomer or geometry (same formula, charge and spin), kcal per mole: 60.58
Charge: 0
HOMO-LUMO gap, eV: 9.2
Max |F|, eV/A: 4.112
Electronic energy, eV: -8547.1840

Atoms and positions in Å:
C 0.3569 1.8638 0.1593
C -0.1880 0.9075 -0.5437
C -0.0497 -0.6110 -0.0704
B 1.2544 -1.2842 0.1963
C 2.6226 -0.8167 -0.4137
C -1.2385 -1.0231 0.4018
N -2.3779 -0.4643 -0.0323
C -3.0657 0.5253 0.2798
H 0.4863 2.8489 -0.1771
H 1.0358 1.7123 0.9879
H -0.5623 1.0781 -1.5107
H 1.0248 -2.4164 0.8884
H 2.5855 -0.7738 -1.4895
H 3.4358 -1.4833 -0.0925
H 2.7933 0.2166 -0.0281
H -1.3354 -2.1048 0.7018
H -3.8713 0.6225 -0.4540
H -2.9066 1.2027 1.1967